[1]
Density functional theory data (wB97M-V/def2-TZVPD) for a molecular structure, C28H19BF6FeO4.

CARTESIAN COORDINATES (ANGSTROEM)
C: 3.2761 -0.6681 4.6106
O: 4.1850 -0.3198 3.5511
C: 3.8759 0.4460 2.4592
C: 3.6675 -0.1350 1.1552
C: 2.3704 0.3093 0.5144
C: 2.2083 1.7837 0.7069
C: 3.1647 2.5049 1.3959
C: 4.0321 1.8749 2.3778
Fe: 5.3980 1.0072 1.1182
C: 5.7700 0.4237 -0.4684
O: 6.3982 0.0126 -1.3537
C: 6.5473 0.0346 1.9943
O: 7.5370 -0.4616 2.3494
C: 6.4388 2.4584 0.9732
O: 7.4099 3.0741 0.7704
H: 3.8869 -1.2666 5.2838
H: 2.9255 0.2368 5.1226
H: 2.4251 -1.2641 4.2534
H: 3.9009 -1.1975 1.0239
H: 2.3480 -0.0153 -0.5413
H: 1.5175 -0.2227 0.9912
H: 1.3649 2.2746 0.2306
H: 3.3370 3.5708 1.1811
H: 4.5897 2.4152 3.1633
F: -0.8313 -2.6346 -1.5202
C: -1.6095 -2.6625 -0.3868
C: -1.7964 -3.9009 0.2262
C: -2.6042 -3.9843 1.3562
C: -3.1531 -2.8224 1.9043
C: -2.9011 -1.6097 1.2752
F: -3.3992 -0.4749 1.8736
C: -2.2050 -1.4810 0.0648
B: -2.1814 -0.0878 -0.7201
C: -1.6265 -0.0946 -2.2373
C: -0.3940 0.4402 -2.5983
F: 0.4436 0.9161 -1.6085
C: 0.0793 0.5396 -3.9033
C: -0.7525 0.1128 -4.9402
C: -1.9952 -0.4397 -4.6453
C: -2.3777 -0.5602 -3.3156
F: -3.5436 -1.2284 -3.0676
C: -3.6461 0.6055 -0.7524
C: -3.7982 1.9900 -0.8610
F: -2.6630 2.7649 -0.9789
C: -5.0397 2.6375 -0.9090
C: -6.2045 1.8700 -0.8845
C: -6.1133 0.4854 -0.8162
C: -4.8521 -0.1016 -0.7717
F: -4.8517 -1.4699 -0.7884
H: -1.3429 0.5735 -0.0772
H: -1.3378 -4.7907 -0.2017
H: -2.8205 -4.9465 1.8145
H: -3.7844 -2.8470 2.7932
H: 1.0722 0.9574 -4.0759
H: -0.4177 0.2151 -5.9699
H: -2.6676 -0.7774 -5.4255
H: -5.0809 3.7246 -0.9851
H: -7.1819 2.3502 -0.9243
H: -6.9968 -0.1447 -0.8062

As for the molecular weight: 600.10 Da. The expectation value of S² is 6.0927. The spin multiplicity is 5. The LUMO energy (spin up / spin down) is -5.63 / -9.92 eV. The highest occupied orbital energy (spin up / spin down) comes out at -14.11 / -13.23 eV. Its orbital gap (spin up / spin down) is 8.48 / 3.31 eV. Its total charge is +2. Its calculated total energy is -3266.252490 a.u.

***

[2]
Density functional theory data (wB97M-V/def2-TZVPD) for a molecular structure, C28H19ClF6N5O7Re.

CARTESIAN COORDINATES (ANGSTROEM)
Re: -0.4939 -0.0695 0.4423
O: -1.0341 -0.7653 4.8170
C: -1.7774 -1.8708 4.6907
C: -2.1457 -2.4933 5.8909
C: -2.9355 -3.6175 5.8788
C: -3.3881 -4.1648 4.6720
C: -3.0270 -3.5693 3.4901
C: -2.2111 -2.4219 3.4687
C: -1.8552 -1.8741 2.1797
O: -0.9628 -0.8936 2.1350
N: -2.3320 -2.3417 1.0552
N: -1.7869 -1.6181 0.0346
C: -2.0708 -1.8947 -1.1990
C: -1.3493 -1.1076 -2.1658
C: -1.4842 -1.2314 -3.5452
C: -0.7065 -0.4371 -4.3647
C: 0.1919 0.4560 -3.7884
C: 0.2919 0.5323 -2.4128
N: -0.4591 -0.2356 -1.6108
H: -0.8192 -0.3986 3.9484
H: -1.7961 -2.0562 6.8143
H: -3.2122 -4.0787 6.8158
H: -4.0147 -5.0430 4.6727
H: -3.3673 -3.9702 2.5455
H: -2.7568 -2.6914 -1.4569
H: -2.1943 -1.9368 -3.9500
H: -0.7984 -0.5048 -5.4389
H: 0.8089 1.1002 -4.3961
H: 0.9678 1.2196 -1.9218
O: 5.3219 -1.5339 2.9294
C: 4.0362 -1.3183 3.2422
O: 3.6881 -0.9922 4.3315
C: 3.0406 -1.5547 2.1420
C: 2.6509 -2.7622 1.5796
Cl: 3.3114 -4.3069 1.7919
N: 1.5981 -2.5420 0.7607
N: 1.3104 -1.2293 0.7471
C: 2.1539 -0.6290 1.5787
C: 1.9427 0.8512 1.7298
O: 2.7016 1.6033 2.2563
O: 0.7916 1.2258 1.1481
C: 0.9453 -3.4528 -0.1264
C: 1.1255 -3.2875 -1.4910
C: 0.4660 -4.1470 -2.3549
C: -0.3480 -5.1517 -1.8481
C: -0.5017 -5.3109 -0.4783
C: 0.1479 -4.4559 0.3991
H: 5.4269 -1.7195 1.9877
H: 1.7773 -2.5087 -1.8620
H: 0.6019 -4.0440 -3.4221
H: -0.8552 -5.8236 -2.5257
H: -1.1301 -6.0991 -0.0899
H: 0.0309 -4.5568 1.4686
C: -2.8380 3.3997 -0.2949
C: -2.4558 2.3217 0.7110
O: -1.7532 1.3072 0.0295
C: -3.7267 1.6084 1.2237
F: -3.4296 0.6139 2.0806
F: -4.5614 2.4456 1.8401
F: -4.3829 1.0536 0.1962
C: -1.6659 2.9643 1.8707
F: -2.4100 3.8742 2.5048
F: -1.2739 2.0563 2.7819
F: -0.5871 3.5850 1.3980
H: -3.4015 2.9450 -1.1055
H: -1.9312 3.8477 -0.6936
H: -3.4412 4.1773 0.1692

As for the molecular weight: 873.14 Da. The expectation value of S² is 0.8234. The spin multiplicity is 2. The LUMO energy (spin up / spin down) is -4.55 / -4.91 eV. The highest occupied orbital energy (spin up / spin down) comes out at -11.21 / -11.19 eV. Its orbital gap (spin up / spin down) is 6.66 / 6.27 eV. Its total charge is +1. Its calculated total energy is -3016.423371 a.u.